No. 1
ORCA calculation (wB97M-V/def2-TZVPD) on 2 unconnected molecules or ions with the total composition C9H14.

Geometry as ORCA input:
```
! wB97M-V def2-TZVPD RIJCOSX def2/J DEFGRID3
* xyz 0 1
H -1.53652 1.84480 -2.00885
C 0.12712 -2.13601 -0.08930
H 2.85785 1.42651 -0.53985
H -2.38044 0.86873 -0.88874
C -0.31691 -3.47116 -0.65844
C -0.60586 1.46658 1.26121
C 1.77992 1.24125 1.26152
H -1.09597 -3.28990 -1.38823
H 0.43808 -3.95999 -1.22673
H 0.53251 1.04610 3.01497
H 0.62427 1.57864 -1.85217
H 2.62340 1.07963 1.92695
C 0.67162 1.65787 -0.78047
H 0.56870 -1.52236 -0.85553
C -0.55330 1.65560 -0.09825
H -0.67303 -4.17675 0.09047
C 0.57444 1.18171 1.94471
H -0.70307 -1.58750 0.34360
H -1.57134 1.49340 1.74597
C 1.86491 1.38086 -0.12695
C -1.78479 1.78570 -0.96180
H 0.98084 -2.19527 0.59116
H -2.42242 2.63157 -0.70525
*
```

LUMO energy, Ha: 0.036
SMILES string: Cc1ccccc1.CC
HOMO, eV: -9.0

=====

No. 2
ORCA calculation (wB97M-V/def2-TZVPD) on 2 unconnected molecules or ions with the total composition C9H14.

Geometry as ORCA input:
```
! wB97M-V def2-TZVPD RIJCOSX def2/J DEFGRID3
* xyz 0 1
C 0.01431 0.78506 1.49011
C 1.78747 -0.65587 -2.18062
H 1.44491 2.12829 2.45595
H 2.41801 -1.39448 -1.67295
C -1.14411 1.35676 2.00848
H 1.53058 0.02056 -1.37352
H 2.43671 -0.12669 -2.87637
H 1.45766 0.54574 2.95367
C 1.37904 1.12647 2.02587
C 0.56301 -1.30489 -2.81411
H 0.84000 -0.72652 0.31416
H -1.03127 2.09331 2.79544
H 2.17064 0.98342 1.29923
C -1.35041 -0.72632 0.19141
C -0.10143 -0.27759 0.58887
H -1.43386 -1.61004 -0.42868
H -0.29625 -0.65630 -2.63986
C -2.49696 -0.11433 0.68063
H 0.27690 -2.21634 -2.28394
H -3.26844 1.60599 1.64924
C -2.38125 1.00512 1.49638
H -3.44683 -0.28890 0.18939
H 0.63156 -1.55246 -3.86877
*
```

LUMO energy, Ha: 0.038
SMILES string: Cc1ccccc1.CC
HOMO, eV: -9.0

=====

No. 3
ORCA calculation (wB97M-V/def2-TZVPD) on C9H14 in the gas phase.

Geometry as ORCA input:
```
! wB97M-V def2-TZVPD RIJCOSX def2/J DEFGRID3
* xyz 0 1
C 1.77729 -1.15951 0.61603
H -3.65633 0.22083 -0.52791
H 1.18717 1.63069 0.96138
C 2.26991 0.44004 -1.41386
H -1.20449 1.30818 1.56722
C -0.88012 -1.23344 -0.68345
H 0.10439 1.58048 -0.37992
H -2.13210 -2.49494 0.81274
H 1.72025 0.24692 -2.30965
C -1.60039 -0.21490 0.15346
H -2.39086 0.85779 -1.59274
C -1.72033 -1.78206 0.18259
H 2.27042 -0.78409 1.49799
H 3.31534 0.08856 -1.33165
H -2.76083 1.61144 0.02141
H -0.34396 -0.26894 1.97499
H 2.21480 -2.02833 0.09377
C -2.74123 0.70506 -0.46686
C -0.66581 0.44045 1.18854
C 0.52707 0.96421 0.41327
C 1.46609 -0.00377 -0.27669
H 0.86027 -1.61403 0.93014
H 2.38345 1.48934 -1.43080
*
```

LUMO energy (spin up / spin down), Ha: -0.029 / 0.021
HOMO (spin up / spin down), eV: -7.0 / -8.0

=====

No. 4
ORCA calculation (wB97M-V/def2-TZVPD) on 2 unconnected molecules or ions with the total composition C9H14.

Geometry as ORCA input:
```
! wB97M-V def2-TZVPD RIJCOSX def2/J DEFGRID3
* xyz 0 1
C -2.36415 1.44473 1.98269
C -0.29500 -0.62555 -1.13052
C 0.08770 -1.22004 -2.32390
H -2.48033 2.04403 2.88488
C 3.09647 0.41926 0.27561
H -2.41942 2.06299 1.09500
C -3.46338 0.36388 1.91716
H -3.24100 -0.65266 2.23375
H -4.29569 0.72496 2.52234
C 2.41959 -0.97514 -1.70422
H -3.75372 0.26787 0.87636
H 3.20997 1.48794 0.10077
H 4.09847 0.04960 0.05093
H -0.59574 -1.66807 -3.02753
H 3.45081 -1.21799 -1.93556
C 0.70920 -0.11755 -0.31861
H -1.38676 0.96675 2.05917
C 1.43333 -1.44004 -2.56952
H 2.92287 0.25349 1.33690
H -1.29032 -0.61271 -0.70927
H 0.35378 0.44150 0.54376
C 2.06175 -0.17406 -0.62376
H 1.74156 -1.82320 -3.53645
*
```

LUMO energy, Ha: 0.038
SMILES string: Cc1ccccc1.CC
HOMO, eV: -9.1

=====

No. 5
ORCA calculation (wB97M-V/def2-TZVPD) on 2 unconnected molecules or ions with the total composition C9H14.

Geometry as ORCA input:
```
! wB97M-V def2-TZVPD RIJCOSX def2/J DEFGRID3
* xyz 0 1
C 0.56452 1.66168 -0.83202
H -2.13224 -2.18655 -1.61530
C -1.02310 2.23982 1.08067
H -1.45084 1.87757 1.98032
H -1.51741 -1.84832 1.23712
H -0.04173 -2.06484 0.46382
H -0.66768 -1.11391 -1.47823
H 2.20946 -1.34387 1.09341
H -1.53155 -3.20609 0.24846
C 0.57916 0.12879 0.97605
H 0.05451 2.38091 -1.45077
C -1.08953 -2.21037 0.31575
C 0.11519 1.36054 0.46765
H -2.24853 -0.61544 -0.64480
H -0.26637 2.94102 1.48648
C 2.42876 -0.05169 -0.64347
C 1.72009 0.98928 -1.33007
C -1.53855 -1.43365 -0.97703
H 0.12130 -0.46909 1.70805
H 3.51957 -0.38238 -0.84473
H -1.76215 2.57260 0.49289
C 1.92997 -0.48973 0.56185
H 2.02713 1.26371 -2.29610
*
```

LUMO energy, Ha: 0.038
SMILES string: Cc1ccccc1.CC
HOMO, eV: -8.7

=====

No. 6
ORCA calculation (wB97M-V/def2-TZVPD) on 2 unconnected molecules or ions with the total composition C9H14.

Geometry as ORCA input:
```
! wB97M-V def2-TZVPD RIJCOSX def2/J DEFGRID3
* xyz 0 1
C -0.73398 0.33669 0.05279
C -0.77904 1.02460 -1.15765
C -0.62517 0.28674 -2.32509
H -1.10344 2.89009 -0.16618
C -0.47026 -1.09210 -2.28110
H 0.89467 -1.53201 3.39894
C 2.54775 -0.24389 2.88319
H 2.98332 0.73516 3.04925
C 1.12292 -0.47256 3.38584
H -0.40163 -1.52419 1.04744
H 3.18924 -0.90904 3.46655
H -0.41847 -2.84602 -0.98721
H 1.02883 -0.10162 4.40404
H 0.42316 0.11659 2.79197
H -0.00510 2.95341 -1.56025
C -0.53255 -1.03198 0.10443
H 2.71047 -0.67933 1.90030
C -0.92386 2.53151 -1.18021
H -0.30272 -1.60491 -3.22199
H -0.61334 0.80032 -3.27631
H -0.77912 0.88180 0.99029
C -0.44879 -1.76773 -1.07666
H -1.79478 2.83056 -1.76296
*
```

LUMO energy, Ha: 0.038
SMILES string: Cc1ccccc1.CC
HOMO, eV: -9.0

=====

No. 7
ORCA calculation (wB97M-V/def2-TZVPD) on 2 unconnected molecules or ions with the total composition C9H14.

Geometry as ORCA input:
```
! wB97M-V def2-TZVPD RIJCOSX def2/J DEFGRID3
* xyz 0 1
H -1.73951 3.15879 2.88126
H 2.08384 -3.12518 -2.29017
H 1.35837 0.63439 0.30454
C 0.48158 -2.22994 -1.27973
C 0.28602 3.13994 1.96509
H -2.47406 -0.63388 -1.02128
H -1.61876 3.63774 1.19523
H -1.05176 0.99166 0.17663
H 0.65030 2.79075 2.93339
C -0.66327 0.09121 -0.28554
C -1.41407 -0.84055 -0.91029
H 0.81512 2.57233 1.20026
H 0.55834 4.16484 1.72420
C -1.25064 2.93406 1.94533
H -1.54819 -2.81826 -1.71374
C -0.86361 -2.07842 -1.31941
C 1.33051 -1.17799 -0.80791
H 2.40142 -1.26007 -0.91499
C 1.18903 -3.46220 -1.75317
H 1.45458 -4.20868 -1.00193
H -1.44981 1.88764 1.74482
C 0.75858 -0.05561 -0.27665
H 0.70596 -4.11255 -2.49593
*
```

LUMO energy, Ha: 0.039
SMILES string: Cc1ccccc1.CC
HOMO, eV: -9.0

=====

No. 8
ORCA calculation (wB97M-V/def2-TZVPD) on 2 unconnected molecules or ions with the total composition C9H14.

Geometry as ORCA input:
```
! wB97M-V def2-TZVPD RIJCOSX def2/J DEFGRID3
* xyz 0 1
C 1.05025 -0.60222 0.02402
H 3.66412 -0.20247 -1.95826
H -2.31966 1.33339 -0.30659
H -0.00030 -0.78834 1.88772
H -1.08228 1.70329 0.90725
H 0.95069 0.69176 1.67204
C -2.11474 1.93247 0.54850
H -3.86129 1.82283 1.65550
C 1.92702 -1.22802 -2.53152
H -3.15986 0.22648 1.50380
H 2.49756 0.92277 -0.05889
C 0.76637 -1.90549 -2.02501
C 0.49390 -1.68820 -0.71570
C 2.61954 -0.41352 -1.71683
C 2.13108 0.06326 -0.50612
H 2.05383 -1.09912 -3.74508
C 0.77761 -0.37070 1.41986
H 1.33169 -1.17505 2.03834
H -2.52535 1.38997 2.56187
C -3.00742 1.39266 1.73283
H -0.25653 -2.38909 -0.17969
H 0.22597 -2.59883 -2.64046
H -2.16223 2.98217 0.43242
*
```

LUMO energy, Ha: 0.033
SMILES string: Cc1ccccc1.CC
HOMO, eV: -8.6

=====

No. 9
ORCA calculation (wB97M-V/def2-TZVPD) on 2 unconnected molecules or ions with the total composition C9H14.

Geometry as ORCA input:
```
! wB97M-V def2-TZVPD RIJCOSX def2/J DEFGRID3
* xyz 0 1
C -0.37764 0.00272 -1.20408
H 2.36569 0.71163 1.00293
H 0.14957 -0.45335 -3.22168
H -2.28450 -1.19302 1.34291
H 2.88253 -2.31166 1.19739
H -1.45710 2.85094 0.31657
H 1.49887 0.21863 -2.34263
H -1.10368 -1.95717 -0.78498
C 0.63241 -0.42855 -2.23922
H 1.86363 -1.47873 0.10415
H 1.30971 -1.79333 1.64741
C -0.54491 1.34976 -0.91696
C -1.15626 -0.92186 -0.47187
H 1.00848 -1.42390 -2.00894
C 2.70601 -0.10954 1.61975
C 2.21625 -1.44933 1.13772
H -2.42629 1.14118 1.88562
H 2.50678 0.01191 2.67850
H -0.02238 2.10397 -1.49284
C -1.36744 1.79068 0.11981
H 3.79610 -0.02103 1.51920
C -1.82801 -0.49970 0.65095
C -1.89504 0.86132 0.98993
*
```

LUMO energy, Ha: 0.038
SMILES string: Cc1ccccc1.CC
HOMO, eV: -9.0

=====

No. 10
ORCA calculation (wB97M-V/def2-TZVPD) on 2 unconnected molecules or ions with the total composition C9H14.

Geometry as ORCA input:
```
! wB97M-V def2-TZVPD RIJCOSX def2/J DEFGRID3
* xyz 0 1
C 1.85382 0.68584 0.62255
H -0.17594 -3.58271 -1.24682
H 1.30373 -3.22111 -1.93627
C -0.94106 0.88700 0.66916
C -2.44370 1.03903 0.65803
C 0.53583 -2.75263 -1.32148
H -2.80079 1.49757 -0.26460
C 1.21091 1.70012 -0.09248
H 1.85041 2.47172 -0.50206
H -1.20705 -1.59387 -1.33712
H -0.77287 -1.11003 1.61102
H 2.92816 0.55509 0.65104
C -0.31869 -0.20549 1.22120
C -0.17102 1.77660 -0.07620
H 0.05863 -0.59906 -1.95136
H 1.58686 -1.17866 1.56805
C -0.29518 -1.63170 -1.93932
H 0.84940 -2.54148 -0.30801
H -0.58670 2.64993 -0.55569
H -0.51742 -1.70144 -3.00617
H -2.88534 1.49571 1.54482
C 1.08038 -0.27568 1.25002
H -2.97936 0.08525 0.65026
*
```

LUMO energy, Ha: 0.038
SMILES string: Cc1ccccc1.CC
HOMO, eV: -9.1

=====

No. 11
ORCA calculation (wB97M-V/def2-TZVPD) on 2 unconnected molecules or ions with the total composition C9H14.

Geometry as ORCA input:
```
! wB97M-V def2-TZVPD RIJCOSX def2/J DEFGRID3
* xyz 0 1
H -0.65277 0.16288 -3.06369
C -1.11829 0.90159 2.26952
H 1.89105 -1.17127 -1.11208
H -0.26642 2.31542 -2.01651
C -0.89757 0.63334 0.88685
H 1.41656 -0.62086 1.33438
H 3.34149 -2.05727 -0.61023
H -1.02218 -1.48321 1.03645
H -1.81479 0.39988 2.87742
H -0.65902 2.50750 0.39163
C -0.53017 1.46463 -1.46115
C -0.85535 -0.83436 -1.13717
C -0.60026 0.22688 -2.03037
C -0.75850 1.67070 -0.15312
C -0.89573 -0.63999 0.25776
H 2.57402 -2.05646 1.56018
C 1.98120 -1.55897 0.89623
H 1.12505 -2.25759 0.78978
H -0.21834 0.76120 2.98487
C 2.66971 -1.28747 -0.31603
H -1.26481 -1.64357 -1.64604
H -1.41158 1.91347 2.52721
H 2.99151 -0.22828 -0.32851
*
```

LUMO energy, Ha: 0.036
SMILES string: Cc1ccccc1.CC
HOMO, eV: -8.8

=====

No. 12
ORCA calculation (wB97M-V/def2-TZVPD) on 2 unconnected molecules or ions with the total composition C9H14.

Geometry as ORCA input:
```
! wB97M-V def2-TZVPD RIJCOSX def2/J DEFGRID3
* xyz 0 1
H 2.64055 -0.16629 0.82567
C -2.48452 0.82979 -0.25922
H 0.72115 0.22070 0.70018
C -1.69946 -1.36345 -0.85129
H -1.90581 -2.32988 -1.11901
H 3.08474 2.88242 1.32142
C -2.71718 -0.41905 -0.78318
C -1.14581 1.08309 0.11373
C 0.79591 -2.06449 -0.67380
C 2.69604 1.82190 1.59292
H 3.15282 1.06127 -0.30946
H -1.12683 1.86322 0.94939
H 1.05079 -2.08998 -1.83087
H 1.53699 1.98609 1.56404
C -0.38036 -1.05807 -0.64495
C 3.20826 0.77485 0.72055
H 4.22071 0.33469 0.92233
H -3.34766 1.54786 -0.09087
C -0.15459 0.18419 0.06624
H 2.95490 1.66538 2.66299
H 1.57940 -1.90406 0.02362
H -3.78600 -0.71410 -0.90247
H 0.51442 -3.08987 -0.40292
*
```

LUMO energy, Ha: 0.037
SMILES string: Cc1ccccc1.CC
HOMO, eV: -9.0

=====

Number 1: calculated total energy -9559.72004 eV. Number 2: calculated total energy -9559.57268 eV. Number 3: calculated total energy -9553.03414 eV. Number 4: calculated total energy -9559.66041 eV. Number 5: calculated total energy -9557.62459 eV. Number 6: calculated total energy -9559.87628 eV. Number 7: calculated total energy -9559.48358 eV. Number 8: calculated total energy -9556.72918 eV. Number 9: calculated total energy -9559.76336 eV. Number 10: calculated total energy -9559.47692 eV. Number 11: calculated total energy -9557.58629 eV. Number 12: calculated total energy -9558.32749 eV.